Record 1
Molecular formula: C38H68BN3O29PS2
Method: DFT, the ωB97M-V functional and the def2-TZVPD basis

Each line ends with the Löwdin charge.
Positions of all 142 atoms, in Å:
C  5.641  -4.373  0.678  -0.01
C  5.932  -4.120  -0.940  -0.27
O  5.344  -4.839  -1.905  0.02
O  6.913  -3.100  -1.339  0.03
C  6.283  -1.832  -1.733  -0.20
O  7.121  -0.771  -1.893  0.02
C  4.702  -1.564  -2.047  -0.06
N  3.858  -1.114  -0.876  -0.02
C  4.374  -1.081  0.575  0.08
C  3.464  -0.556  1.862  0.04
C  1.928  -0.065  1.585  -0.10
P  0.848  0.501  3.053  0.75
O  0.187  1.922  2.849  -0.31
O  1.923  0.584  4.464  -0.19
O  -0.337  -0.751  3.482  -0.20
C  1.417  -0.136  -0.006  0.09
B  -0.141  0.384  -0.251  -0.47
N  -1.368  -0.121  0.483  0.15
O  -0.379  1.409  -1.318  0.03
C  2.417  -0.683  -1.232  0.03
C  1.883  -0.788  -2.813  -0.10
C  1.599  -2.350  -3.285  -0.23
C  1.338  -3.392  -2.047  -0.46
S  0.265  -4.872  -2.603  0.78
C  -1.450  -4.429  -1.887  -0.89
S  -2.235  -3.115  -2.672  0.64
N  -2.001  -5.200  -0.708  -0.17
C  -3.358  -4.707  -0.259  -0.18
C  -3.321  -3.330  0.646  -0.18
O  -2.348  -3.347  1.749  -0.20
C  -1.027  -3.839  1.326  -0.18
C  -1.053  -5.239  0.469  -0.16
H  6.539  -4.007  1.364  0.11
H  4.601  -3.920  1.007  0.09
H  5.617  -5.556  0.810  0.12
H  4.283  -2.548  -2.559  0.14
H  4.681  -0.713  -2.885  0.17
H  5.469  -1.444  0.880  0.15
H  3.894  -0.569  2.975  0.12
H  2.239  -0.379  4.549  0.07
H  0.169  -1.495  3.963  0.10
H  -1.518  0.343  1.405  0.08
H  -1.416  -1.162  0.538  0.04
H  -1.311  1.755  -1.119  0.13
H  0.879  -0.210  -2.998  0.13
H  2.663  -0.304  -3.577  0.14
H  0.628  -2.382  -3.979  0.11
H  2.489  -2.676  -4.012  0.13
H  2.400  -3.857  -1.763  0.09
H  0.780  -2.941  -1.122  0.06
H  -3.794  -5.552  0.463  0.15
H  -4.158  -4.635  -1.142  0.13
H  -3.242  -2.360  -0.038  0.10
H  -4.396  -3.253  1.156  0.15
H  -0.383  -3.073  0.718  0.09
H  -0.418  -4.051  2.329  0.14
H  0.056  -5.507  0.209  0.12
H  -1.457  -6.075  1.218  0.15
C  -4.138  -5.713  -4.195  -0.07
O  -5.453  -5.509  -4.710  -0.01
C  -5.490  -5.133  -6.014  -0.56
O  -4.522  -4.965  -6.739  0.11
O  -6.789  -4.975  -6.369  -0.01
C  -6.983  -4.577  -7.725  -0.05
H  -4.228  -6.011  -3.147  0.08
H  -3.631  -6.517  -4.739  0.11
H  -3.558  -4.787  -4.241  0.03
H  -6.589  -5.335  -8.410  0.10
H  -6.515  -3.605  -7.912  0.10
H  -8.058  -4.481  -7.899  0.10
C  -1.461  4.452  1.722  -0.05
O  -2.715  5.120  1.850  -0.01
C  -3.757  4.466  1.280  -0.56
O  -3.698  3.396  0.694  0.09
O  -4.877  5.207  1.475  0.00
C  -6.062  4.636  0.924  -0.05
H  -0.700  5.065  2.214  0.11
H  -1.491  3.477  2.218  0.05
H  -1.188  4.344  0.668  0.10
H  -6.276  3.667  1.388  0.09
H  -5.973  4.534  -0.163  0.10
H  -6.895  5.311  1.139  0.10
C  1.961  7.504  -3.460  -0.04
O  1.948  6.814  -2.212  -0.01
C  2.244  5.493  -2.301  -0.56
O  2.508  4.885  -3.326  0.11
O  2.196  4.966  -1.052  -0.01
C  2.489  3.571  -0.991  -0.06
H  1.710  8.551  -3.270  0.10
H  2.957  7.465  -3.913  0.09
H  1.209  7.088  -4.139  0.10
H  3.506  3.375  -1.345  0.10
H  1.758  2.998  -1.572  0.08
H  2.421  3.257  0.054  0.09
C  -3.699  -0.634  7.411  -0.05
O  -4.106  0.356  6.468  -0.01
C  -3.150  1.272  6.173  -0.56
O  -2.021  1.305  6.637  0.10
O  -3.668  2.145  5.272  0.00
C  -2.766  3.173  4.867  -0.03
H  -4.541  -1.314  7.573  0.10
H  -2.857  -1.216  7.022  0.09
H  -3.441  -0.172  8.369  0.10
H  -1.887  2.744  4.376  0.08
H  -2.472  3.788  5.724  0.11
H  -3.285  3.813  4.147  0.09
C  7.004  -5.748  4.355  -0.05
O  6.220  -5.684  5.545  0.00
C  5.241  -4.746  5.518  -0.56
O  4.997  -3.990  4.591  0.08
O  4.579  -4.794  6.702  0.00
C  3.512  -3.854  6.817  -0.05
H  7.756  -6.531  4.487  0.10
H  6.380  -6.011  3.495  0.08
H  7.523  -4.799  4.183  0.10
H  2.749  -4.042  6.056  0.09
H  3.891  -2.830  6.744  0.10
H  3.055  -3.982  7.802  0.10
C  5.901  7.936  -2.234  -0.04
O  5.494  8.926  -3.177  -0.02
C  6.450  9.843  -3.472  -0.56
O  7.579  9.876  -3.009  0.11
O  5.932  10.716  -4.373  -0.01
C  6.834  11.744  -4.778  -0.05
H  5.059  7.257  -2.073  0.08
H  6.743  7.355  -2.624  0.10
H  6.159  8.399  -1.276  0.10
H  7.713  11.315  -5.270  0.10
H  7.128  12.359  -3.922  0.10
H  6.315  12.383  -5.498  0.10
C  -5.706  0.719  0.339  -0.06
O  -6.894  -0.032  0.579  -0.01
C  -7.656  -0.240  -0.525  -0.56
O  -7.406  0.154  -1.653  0.11
O  -8.744  -0.961  -0.155  -0.01
C  -9.643  -1.256  -1.222  -0.05
H  -5.175  0.825  1.288  0.09
H  -5.052  0.194  -0.365  0.09
H  -5.950  1.720  -0.032  0.08
H  -9.147  -1.861  -1.989  0.10
H  -10.045  -0.334  -1.655  0.10
H  -10.475  -1.836  -0.813  0.10

The charge is +1. As for the total energy: -4996.92655 Eh. Its spin multiplicity is 1. Its LUMO energy is -5.738 eV. The highest occupied orbital energy comes out at -10.918 eV.


Record 2
Molecular formula: C38H69N9O6Rb3
Method: DFT, the ωB97M-V functional and the def2-TZVPD basis

Each line ends with the Löwdin charge.
Positions of all 125 atoms, in Å:
Rb  -5.089  -0.130  1.491  0.92
Rb  2.646  3.324  1.654  0.88
Rb  3.707  -1.576  -1.343  0.86
C  -1.075  -0.415  -1.608  -0.04
C  0.288  -0.234  -1.311  -0.39
C  0.730  0.584  -0.076  -0.38
O  1.880  0.836  0.195  -0.13
C  -0.343  0.914  0.915  0.01
C  -1.644  0.900  0.440  -0.38
C  -2.037  0.133  -0.816  -0.33
O  -3.276  -0.166  -1.219  -0.13
O  -2.514  1.373  1.261  -0.15
O  1.145  -0.624  -2.093  -0.14
H  -1.341  -0.966  -2.498  0.11
H  -0.125  1.419  1.845  0.08
C  -5.215  4.056  7.926  -0.02
C  -4.169  3.062  7.334  -0.16
N  -3.226  3.673  6.415  -0.04
C  -2.321  4.677  6.736  0.03
C  -1.476  4.960  5.661  0.04
N  -1.865  4.045  4.658  -0.10
C  -2.970  3.348  5.089  0.04
C  -1.170  3.910  3.362  0.01
H  -5.824  3.509  8.646  0.10
H  -5.804  4.396  7.075  0.09
H  -4.733  4.849  8.498  0.09
H  -4.579  2.182  6.838  0.13
H  -3.524  2.676  8.124  0.14
H  -2.284  5.130  7.716  0.15
H  -0.551  5.513  5.587  0.14
H  -3.433  2.538  4.545  0.15
H  -1.660  4.514  2.598  0.11
H  -1.179  2.853  3.095  0.07
H  -0.161  4.319  3.401  0.08
C  -5.920  -1.033  -5.951  -0.05
C  -4.901  -1.197  -4.867  -0.18
N  -3.531  -0.908  -5.270  -0.03
C  -2.866  -1.666  -6.251  0.04
C  -1.559  -1.215  -6.366  0.04
N  -1.461  -0.252  -5.355  -0.10
C  -2.666  -0.065  -4.733  0.00
C  -0.284  0.443  -5.025  -0.02
H  -5.678  -1.515  -6.898  0.09
H  -6.091  0.011  -6.215  0.09
H  -6.896  -1.414  -5.649  0.10
H  -5.015  -2.232  -4.545  0.13
H  -5.118  -0.612  -3.972  0.13
H  -3.444  -2.498  -6.623  0.15
H  -0.784  -1.529  -7.050  0.15
H  -2.745  0.480  -3.804  0.14
H  -0.555  1.348  -4.483  0.11
H  0.457  0.625  -5.804  0.12
H  0.218  -0.147  -4.258  0.06
C  1.571  -3.128  -4.608  -0.06
C  0.467  -4.112  -4.625  -0.14
N  -0.476  -3.991  -3.458  -0.03
C  -1.660  -4.671  -3.459  0.01
C  -2.178  -4.557  -2.170  0.05
N  -1.212  -3.914  -1.329  -0.06
C  -0.119  -3.550  -2.145  0.06
C  -1.390  -3.621  0.082  0.01
H  1.115  -2.158  -4.806  0.06
H  2.279  -3.167  -5.435  0.11
H  2.159  -3.059  -3.692  0.05
H  0.834  -5.133  -4.521  0.15
H  -0.114  -4.020  -5.543  0.13
H  -2.095  -5.137  -4.331  0.15
H  -3.156  -4.853  -1.819  0.14
H  0.856  -3.196  -1.845  0.12
H  -0.960  -4.453  0.640  0.11
H  -2.425  -3.558  0.415  0.11
H  -0.816  -2.727  0.327  0.08
C  -2.994  3.245  -1.934  0.04
C  -3.106  4.841  -2.274  -0.29
O  -2.151  5.572  -2.142  0.17
N  -4.476  5.310  -2.791  0.11
H  -4.551  5.077  -3.771  0.18
H  -5.226  4.911  -2.244  0.17
C  -4.650  6.856  -2.638  0.07
H  -3.456  3.011  -0.974  0.08
H  -1.983  2.838  -1.927  0.07
H  -3.452  2.648  -2.722  0.07
H  -4.473  7.041  -1.578  0.11
H  -5.700  7.067  -2.843  0.12
H  -4.042  7.388  -3.369  0.12
C  4.609  2.421  -1.769  0.05
C  6.149  2.163  -1.870  -0.34
O  6.970  3.006  -1.774  0.25
N  6.527  0.733  -2.280  0.08
H  6.429  0.113  -1.489  0.14
H  5.966  0.154  -2.889  0.15
C  8.018  0.675  -2.818  0.11
H  4.178  2.774  -2.706  0.12
H  4.539  3.248  -1.063  0.08
H  4.126  1.542  -1.343  0.04
H  8.197  -0.201  -3.442  0.12
H  8.556  0.796  -1.878  0.12
H  8.070  1.491  -3.538  0.12
C  5.660  -5.469  3.397  -0.09
C  4.807  -4.523  4.218  -0.20
C  4.366  -3.325  3.342  -0.13
N  3.682  -2.317  4.195  -0.23
C  4.500  -1.684  5.356  0.07
C  2.279  -2.892  4.624  -0.04
C  1.323  -2.503  3.548  -0.21
C  1.714  -1.230  2.978  -0.14
C  3.288  -1.104  3.293  -0.05
H  6.268  -6.165  3.975  0.10
H  6.356  -5.000  2.702  0.08
H  4.985  -6.193  2.941  0.09
H  5.430  -4.235  5.065  0.12
H  4.014  -5.179  4.578  0.12
H  3.688  -3.622  2.543  0.14
H  5.147  -2.745  2.851  0.13
H  3.998  -0.850  5.848  0.12
H  5.480  -1.542  4.901  0.12
H  4.511  -2.481  6.099  0.11
H  2.104  -2.323  5.537  0.14
H  2.304  -3.944  4.908  0.14
H  0.354  -2.435  4.042  0.14
H  1.138  -3.286  2.813  0.12
H  1.131  -0.475  3.506  0.12
H  1.478  -1.272  1.915  0.10
H  3.419  -0.161  3.823  0.11
H  3.855  -0.968  2.372  0.11

The charge is +7. As for the total energy: -2502.89891 Eh. Its spin multiplicity is 1. Its LUMO energy is -15.122 eV. The highest occupied orbital energy comes out at -21.685 eV.


Record 3
Molecular formula: C38H70NO4PS4
Method: DFT, the ωB97M-V functional and the def2-TZVPD basis

Each line ends with the Löwdin charge.
Positions of all 118 atoms, in Å:
C  -0.084  -6.301  4.988  -0.10
C  -0.484  -4.855  5.336  -0.24
C  0.510  -3.793  4.825  -0.21
C  -0.053  -2.947  3.679  -0.22
C  -0.995  -1.846  4.168  -0.20
C  -1.190  -0.657  3.209  -0.19
C  -1.008  -0.968  1.720  -0.18
C  -2.228  -1.676  1.101  -0.18
N  -2.963  -0.815  0.159  -0.22
C  -3.370  -1.497  -1.075  -0.19
C  -2.200  -1.743  -2.018  -0.18
C  -1.536  -0.451  -2.471  -0.18
C  -0.149  -0.676  -3.111  -0.18
C  0.983  0.041  -2.367  -0.19
C  1.718  -0.834  -1.326  -0.20
C  3.224  -0.560  -1.243  -0.26
C  3.742  -0.614  0.196  -0.12
C  -4.041  -0.119  0.745  -1.14
S  -5.204  -0.753  1.680  0.69
S  -4.177  1.579  0.299  0.92
C  -2.455  2.139  0.111  -0.48
C  -2.425  3.396  -0.756  -0.33
C  -2.752  4.658  0.052  -0.38
P  -1.352  5.138  1.160  0.98
C  0.067  5.246  -0.024  -0.40
C  0.955  3.979  0.116  -0.16
C  -1.818  6.855  1.673  -0.37
C  -0.982  7.987  1.072  -0.22
C  0.430  8.105  1.609  -0.25
C  0.830  7.570  2.837  -0.04
C  2.145  7.741  3.281  -0.07
C  3.073  8.431  2.495  -0.09
C  2.688  8.968  1.265  -0.08
C  1.377  8.791  0.824  -0.05
H  0.981  -6.379  4.791  0.05
H  -0.296  -6.949  5.833  0.07
H  -0.647  -6.672  4.139  0.06
H  -0.549  -4.772  6.418  0.10
H  -1.476  -4.640  4.944  0.10
H  0.780  -3.119  5.635  0.10
H  1.411  -4.281  4.459  0.09
H  0.789  -2.469  3.177  0.10
H  -0.559  -3.587  2.955  0.12
H  -0.559  -1.454  5.088  0.10
H  -1.955  -2.260  4.467  0.11
H  -2.221  -0.320  3.316  0.10
H  -0.570  0.196  3.477  0.11
H  -0.094  -1.507  1.499  0.09
H  -0.925  -0.014  1.204  0.09
H  -2.875  -2.100  1.867  0.09
H  -1.850  -2.519  0.527  0.11
H  -3.942  -2.407  -0.876  0.12
H  -4.044  -0.818  -1.601  0.12
H  -2.557  -2.311  -2.874  0.12
H  -1.438  -2.341  -1.516  0.10
H  -1.410  0.213  -1.627  0.07
H  -2.181  0.021  -3.212  0.11
H  -0.158  -0.294  -4.126  0.06
H  0.077  -1.738  -3.188  0.11
H  0.589  0.912  -1.843  0.10
H  1.718  0.420  -3.078  0.10
H  1.295  -0.611  -0.348  0.09
H  1.550  -1.880  -1.567  0.11
H  3.763  -1.314  -1.813  0.10
H  3.461  0.414  -1.668  0.10
H  3.358  0.218  0.778  0.07
H  4.828  -0.602  0.204  0.06
H  3.419  -1.550  0.650  0.07
H  -2.077  2.335  1.110  0.06
H  -1.877  1.344  -0.339  0.03
H  -1.446  3.452  -1.228  0.08
H  -3.152  3.316  -1.561  0.10
H  -3.012  5.468  -0.632  0.08
H  -3.614  4.456  0.684  0.07
H  -0.297  5.305  -1.048  0.07
H  0.689  6.114  0.163  0.05
H  0.409  3.216  0.669  0.03
H  1.834  4.206  0.709  0.07
H  1.231  3.589  -0.858  0.06
H  -2.847  7.011  1.347  0.07
H  -1.835  6.956  2.752  0.06
H  -1.487  8.928  1.305  0.12
H  -0.950  7.922  -0.013  0.11
H  0.122  7.029  3.444  0.10
H  2.456  7.339  4.234  0.10
H  4.093  8.561  2.821  0.09
H  3.378  9.518  0.644  0.10
H  1.073  9.183  -0.136  0.11
C  4.047  -8.123  1.547  -0.22
C  3.609  -9.459  0.931  -0.21
C  2.648  -10.128  1.923  -0.22
S  1.862  -8.791  2.835  0.65
O  2.267  -8.876  4.215  -0.32
O  0.473  -8.704  2.467  -0.32
C  2.771  -7.460  2.055  -0.23
H  4.561  -7.493  0.823  0.11
H  4.729  -8.304  2.380  0.12
H  3.095  -9.274  -0.013  0.12
H  4.461  -10.104  0.719  0.11
H  1.875  -10.710  1.427  0.10
H  3.174  -10.749  2.644  0.10
H  2.945  -6.671  2.783  0.10
H  2.161  -7.085  1.233  0.11
C  -1.455  2.226  -8.533  -0.22
C  -0.991  2.856  -7.212  -0.21
C  -1.082  1.773  -6.129  -0.22
S  -0.859  0.201  -6.978  0.65
O  -2.082  -0.553  -6.877  -0.32
O  0.406  -0.377  -6.606  -0.33
C  -0.739  0.882  -8.629  -0.23
H  -1.225  2.861  -9.387  0.11
H  -2.536  2.071  -8.510  0.12
H  0.044  3.191  -7.313  0.12
H  -1.591  3.725  -6.946  0.11
H  -0.307  1.873  -5.373  0.10
H  -2.062  1.753  -5.656  0.10
H  -1.194  0.191  -9.334  0.11
H  0.319  1.009  -8.854  0.11

The charge is 0. As for the total energy: -3779.66671 Eh. The SMILES is CCCCCCCCN(CCCCCCCC)C(=S)SCCCP(CC)CCc1ccccc1.O=S1(=O)CCCC1.O=S1(=O)CCCC1. Its spin multiplicity is 1. Its LUMO energy is 0.093 eV. The highest occupied orbital energy comes out at -8.075 eV.


Among the records above, which one has the lowest charge?
C38H70NO4PS4